Formula: C53H65AgN14O3P
Source: the Open Molecules 2025 dataset
Level of theory: ωB97M-V with the def2-TZVPD basis set

The value obtained for the HOMO energy is -4.28 eV. As for the total charge: -1. The total energy is -3539.24553 Ha.

Geometry as XYZ:
```
137
C53H65AgN14O3P (ωB97M-V with the def2-TZVPD basis set)
Ag -0.305 0.758 0.442
C -2.254 5.629 1.481
N -1.897 4.294 1.919
C -0.475 4.007 1.834
C -2.790 3.252 1.773
N -2.347 2.108 1.407
C -3.021 0.902 1.590
C -3.645 0.456 2.682
C -4.121 -0.968 2.752
C -3.232 -3.175 2.116
C -3.608 -2.380 0.860
C -2.447 -1.373 0.653
N -1.381 -1.550 -0.313
C -1.404 -2.183 -1.411
N -0.217 -2.288 -2.143
C -0.322 -1.906 -3.544
C 0.973 -1.745 -1.507
N -2.503 -2.881 -1.960
C -2.266 -4.190 -2.529
C -3.545 -2.118 -2.623
N -4.110 3.593 2.047
C -5.211 2.908 1.402
C -4.436 4.224 3.308
H -1.961 6.372 2.228
H -3.325 5.700 1.314
H -1.739 5.871 0.543
H 0.068 4.756 2.415
H -0.125 4.036 0.796
H -0.256 3.017 2.225
H -3.733 1.103 3.549
H -4.838 -1.095 3.562
H -4.130 -3.681 2.477
H -3.893 -2.973 0.001
H -1.142 -2.422 -4.036
H 0.603 -2.175 -4.053
H -0.478 -0.825 -3.659
H 1.085 -2.167 -0.511
H 0.930 -0.652 -1.401
H 1.839 -2.016 -2.114
H -1.405 -4.653 -2.052
H -2.094 -4.169 -3.615
H -3.144 -4.818 -2.350
H -3.540 -1.085 -2.283
H -4.528 -2.547 -2.406
H -3.407 -2.117 -3.714
H -4.915 2.582 0.406
H -6.037 3.618 1.304
H -5.562 2.034 1.959
H -3.554 4.699 3.730
H -4.815 3.488 4.030
H -5.214 4.980 3.162
C -3.419 -2.938 5.246
C -2.443 -2.118 4.408
C -2.896 -1.936 2.973
C -2.075 -4.160 1.970
C -2.475 -5.400 1.177
C -4.826 -1.578 1.430
O -5.899 -2.266 1.670
N -5.117 -0.511 0.389
C -4.169 0.146 -0.273
O -4.294 0.806 -1.295
N -2.895 0.049 0.424
C -1.835 -1.356 2.074
O -0.735 -0.955 2.354
H -3.072 -3.017 6.278
H -3.524 -3.948 4.847
H -4.411 -2.484 5.257
H -1.458 -2.593 4.412
H -2.302 -1.126 4.848
H -1.723 -4.461 2.963
H -1.227 -3.674 1.472
H -3.271 -5.947 1.686
H -1.626 -6.075 1.044
H -2.838 -5.116 0.188
H -6.045 -0.597 0.001
C -0.728 2.163 -3.420
C 0.442 2.652 -2.640
N 0.649 2.402 -1.375
C 1.831 3.012 -1.024
C 2.346 3.651 -2.102
N 1.465 3.409 -3.149
C 1.605 3.965 -4.466
N 1.759 2.975 -5.501
N 0.716 2.628 -6.291
N 1.061 1.672 -7.062
C 2.370 1.335 -6.781
C 3.207 0.364 -7.335
C 4.487 0.279 -6.838
C 4.943 1.145 -5.822
C 4.131 2.108 -5.269
C 2.827 2.172 -5.764
H -1.511 1.880 -2.718
H -0.461 1.287 -4.015
H -1.110 2.916 -4.110
H 2.216 2.890 -0.022
H 3.251 4.218 -2.240
H 2.500 4.585 -4.449
H 0.747 4.579 -4.739
H 2.852 -0.289 -8.121
H 5.163 -0.467 -7.233
H 5.960 1.044 -5.464
H 4.486 2.774 -4.493
N 1.695 1.016 1.380
P 2.945 0.159 1.440
C 3.794 0.148 3.081
C 4.857 -0.697 3.393
C 5.417 -0.683 4.662
C 4.913 0.176 5.632
C 3.851 1.016 5.330
C 3.293 0.999 4.057
C 2.852 -1.675 1.170
C 3.471 -2.404 0.158
C 3.234 -3.768 0.019
C 2.387 -4.423 0.899
C 1.777 -3.710 1.925
C 2.002 -2.349 2.052
C 4.320 0.623 0.286
C 4.041 0.564 -1.082
C 4.966 0.988 -2.023
C 6.179 1.526 -1.610
C 6.452 1.634 -0.254
C 5.531 1.183 0.685
H 5.244 -1.373 2.637
H 6.240 -1.345 4.901
H 5.344 0.181 6.626
H 3.454 1.679 6.090
H 2.448 1.623 3.787
H 4.150 -1.915 -0.528
H 3.711 -4.317 -0.785
H 2.199 -5.484 0.787
H 1.120 -4.217 2.622
H 1.495 -1.781 2.823
H 3.072 0.193 -1.402
H 4.734 0.904 -3.079
H 6.906 1.862 -2.340
H 7.386 2.074 0.075
H 5.764 1.262 1.739
```

Löwdin atomic charge list, values in e, 6 entries: 0.70 -0.07 -0.16 -0.07 -0.36 0.16